one) This record from the OMol25 dataset describes a cluster of 2 separate species, C2H7OPS2 in total. The level of theory is the ωB97M-V functional and the def2-TZVPD basis.

Geometry as XYZ:
```
13
Properties=species:S:1:pos:R:3:nbo_charge:R:1
O 0.90 0.29 1.30 -1.035
P 1.03 -0.74 0.01 0.915
S 3.04 -1.43 0.37 -0.360
S 1.52 0.84 -1.36 -0.352
H 0.78 0.02 2.21 0.509
H 3.17 -1.71 -0.95 0.152
H 2.86 0.98 -0.99 0.169
C -2.24 0.56 0.53 -0.401
C -2.22 0.13 -0.73 -0.386
H -3.02 0.11 1.11 0.189
H -1.46 1.10 1.01 0.210
H -1.38 0.43 -1.42 0.188
H -2.99 -0.60 -1.11 0.202
```

For the lowest unoccupied orbital energy, the calculation gives 0.50 eV. As for the net charge: 0. Its HOMO energy is -9.0 eV. Its HOMO-LUMO gap is 9.5 eV. As for the multiplicity: 1. As for the SMILES: OP(S)S.C=C.

---

two) This record from the OMol25 dataset describes a structure of composition C2H7OPS2. The level of theory is the ωB97M-V functional and the def2-TZVPD basis.

Geometry as XYZ:
```
13
Properties=species:S:1:pos:R:3:nbo_charge:R:1
C 3.20 0.31 -1.07 -0.268
C -3.56 -0.56 0.83 -0.720
O 2.45 -0.02 0.09 -0.779
P 1.39 1.16 0.56 0.842
S -0.73 -0.34 -0.25 -0.385
S -2.70 -0.18 -0.85 0.086
H 2.77 1.15 -1.63 0.186
H 3.08 -0.53 -1.77 0.205
H 4.26 0.48 -0.73 0.197
H -3.97 0.35 1.38 0.217
H -2.63 -0.93 1.30 0.241
H -4.38 -1.27 0.55 0.224
H 0.81 0.37 1.58 -0.047
```

For the lowest unoccupied orbital energy (spin up / spin down), the calculation gives -1.12 / -1.18 eV. As for the net charge: 0. Its HOMO energy (spin up / spin down) is -7.7 / -7.7 eV. Its HOMO-LUMO gap (spin up / spin down) is 6.6 / 6.5 eV. As for the multiplicity: 1.

---

Most stable structure, least stable structure: one), two).

---

one) This record from the OMol25 dataset describes an isolated molecule of C10H9N. The level of theory is the ωB97M-V functional and the def2-TZVPD basis.

Geometry as XYZ:
```
20
Properties=species:S:1:pos:R:3:nbo_charge:R:1
C -3.12 -0.05 -0.04 -0.184
C -2.48 1.21 0.18 -0.228
C -1.12 1.23 0.16 -0.184
C -0.40 0.10 -0.02 -0.074
C 1.09 0.06 -0.01 0.156
C 1.96 1.13 -0.27 -0.289
C 3.33 0.60 -0.17 -0.251
C 3.22 -0.65 0.14 -0.069
N 1.80 -1.00 0.22 -0.520
C -1.11 -1.10 -0.18 -0.198
C -2.43 -1.17 -0.17 -0.246
H -4.36 -0.21 0.02 0.207
H -3.18 2.06 0.28 0.228
H -0.47 2.17 0.53 0.225
H 1.67 1.86 -0.72 0.177
H 4.03 1.20 -0.32 0.200
H 3.87 -1.53 0.40 0.211
H 1.44 -1.80 0.74 0.407
H -0.51 -2.04 -0.40 0.206
H -3.22 -2.07 -0.40 0.226
```

For the lowest unoccupied orbital energy, the calculation gives 0.91 eV. As for the net charge: 0. Its HOMO energy is -7.9 eV. Its HOMO-LUMO gap is 8.8 eV. As for the multiplicity: 1. As for the SMILES: c1ccc(-c2ccc[nH]2)cc1.

---

two) This record from the OMol25 dataset describes an isolated molecule of C10H9N. The level of theory is the ωB97M-V functional and the def2-TZVPD basis.

Geometry as XYZ:
```
20
Properties=species:S:1:pos:R:3:nbo_charge:R:1
C -1.09 1.46 2.73 -0.218
C 0.02 0.52 2.77 -0.214
C 0.44 -0.05 1.60 -0.212
C -0.15 0.25 0.35 -0.060
C 0.37 -0.33 -0.88 0.123
C 0.92 0.17 -1.96 -0.296
C 1.16 -0.83 -2.96 -0.325
C 0.74 -2.02 -2.30 -0.045
N 0.33 -1.72 -1.06 -0.485
C -1.21 1.14 0.27 -0.176
C -1.65 1.72 1.53 -0.204
H -1.31 2.07 3.70 0.227
H 0.49 0.16 3.74 0.223
H 1.25 -0.92 1.42 0.213
H 1.35 1.18 -2.27 0.232
H 1.68 -0.76 -3.90 0.227
H 0.79 -3.14 -2.55 0.207
H 0.23 -2.33 -0.47 0.375
H -1.51 1.32 -0.62 0.203
H -2.47 2.34 1.47 0.206
```

For the lowest unoccupied orbital energy, the calculation gives 0.97 eV. As for the net charge: 0. Its HOMO energy is -8.1 eV. Its HOMO-LUMO gap is 9.1 eV. As for the multiplicity: 1. As for the SMILES: c1ccc(-c2ccc[nH]2)cc1.

---

three) This record from the OMol25 dataset describes an isolated molecule of C10H9N. The level of theory is the ωB97M-V functional and the def2-TZVPD basis.

Geometry as XYZ:
```
20
Properties=species:S:1:pos:R:3:nbo_charge:R:1
C -2.35 -1.77 -1.18 -0.236
C -1.03 -2.09 -1.52 -0.218
C 0.12 -1.43 -1.11 -0.247
C -0.25 -0.35 -0.12 0.184
N 0.70 0.55 0.49 -0.381
C 0.63 2.02 0.64 -0.097
C 1.83 2.45 1.10 -0.273
C 2.79 1.33 1.14 -0.323
C 2.04 0.24 0.64 -0.034
C -1.53 -0.06 0.26 -0.255
C -2.61 -0.63 -0.39 -0.178
H -3.36 -2.33 -1.47 0.228
H -0.92 -3.13 -2.09 0.217
H 1.14 -1.96 -1.47 0.261
H -0.19 2.77 0.45 0.234
H 2.26 3.46 1.33 0.227
H 3.76 1.57 1.62 0.236
H 2.37 -0.91 0.78 0.220
H -1.74 0.73 0.85 0.217
H -3.66 -0.46 0.07 0.219
```

For the lowest unoccupied orbital energy, the calculation gives 0.75 eV. As for the net charge: 0. Its HOMO energy is -8.2 eV. Its HOMO-LUMO gap is 9.0 eV. As for the multiplicity: 1. As for the SMILES: c1ccc(-n2cccc2)cc1.

---

Most stable structure, least stable structure: two), one).

---

one) This record from the OMol25 dataset describes a cluster of 2 separate species, C4H14N3O in total. The level of theory is the ωB97M-V functional and the def2-TZVPD basis.

Geometry as XYZ:
```
22
Properties=species:S:1:pos:R:3:nbo_charge:R:1
C 0.15 2.09 -0.80 -0.235
C -1.14 1.30 -0.50 -0.421
C -1.20 -0.16 -0.79 -0.263
N -0.42 -2.78 0.15 -0.837
C 0.47 -1.83 -0.33 0.359
N 0.23 -0.62 -0.62 -0.588
N 1.35 1.68 -0.06 -0.716
H -0.07 3.16 -0.74 0.237
H 0.33 1.72 -1.83 0.226
H -1.83 1.84 -1.17 0.244
H -1.45 1.64 0.51 0.204
H -1.55 -0.38 -1.80 0.230
H -1.85 -0.76 -0.15 0.207
H -0.25 -3.77 0.15 0.419
H -0.88 -2.38 0.95 0.392
H 1.47 -2.22 -0.60 0.175
H 2.20 2.04 -0.47 0.436
H 1.23 0.63 0.01 0.492
H 1.27 1.96 0.92 0.431
H 0.68 0.34 3.03 0.488
H -0.53 0.21 2.24 0.479
O 0.44 0.12 2.13 -0.958
```

For the lowest unoccupied orbital energy, the calculation gives -2.91 eV. As for the net charge: +1. Its HOMO energy is -12.8 eV. Its HOMO-LUMO gap is 9.9 eV. As for the multiplicity: 1.

---

two) This record from the OMol25 dataset describes a cluster of 2 separate species, C4H14N3O in total. The level of theory is the ωB97M-V functional and the def2-TZVPD basis.

Geometry as XYZ:
```
22
Properties=species:S:1:pos:R:3:nbo_charge:R:1
C -1.67 -1.24 1.69 -0.627
C -0.23 -0.77 1.77 -0.414
C 0.58 -1.00 0.49 -0.220
N 0.36 0.10 -0.45 -0.527
C 1.11 0.41 -1.46 0.691
N 2.25 -0.33 -1.75 -0.890
N 0.91 1.49 -2.19 -0.727
H -2.27 -0.74 0.93 0.194
H -2.23 -1.27 2.61 0.241
H -1.69 -2.33 1.53 0.221
H -0.27 0.29 2.04 0.206
H 0.29 -1.29 2.54 0.233
H 1.60 -1.09 0.75 0.212
H 0.31 -1.98 0.08 0.218
H -0.53 0.60 -0.30 0.450
H 2.94 -0.34 -1.02 0.418
H 2.24 -1.05 -2.44 0.432
H 1.53 1.61 -2.97 0.429
H 0.07 2.05 -2.26 0.432
H -2.38 1.85 0.40 0.499
H -1.25 2.89 0.22 0.494
O -1.67 2.13 -0.20 -0.963
```

For the lowest unoccupied orbital energy, the calculation gives -2.83 eV. As for the net charge: +1. Its HOMO energy is -14.4 eV. Its HOMO-LUMO gap is 11.6 eV. As for the multiplicity: 1.

---

Most stable structure, least stable structure: two), one).

---

one) This record from the OMol25 dataset describes the ion C3H4NO2S with charge -1. The level of theory is the ωB97M-V functional and the def2-TZVPD basis.

Geometry as XYZ:
```
11
Properties=species:S:1:pos:R:3:nbo_charge:R:1
C -1.75 -0.09 -0.46 -0.071
N -0.69 -0.77 -0.75 -0.438
C 0.35 -0.62 0.29 -0.384
S 1.63 -1.72 0.11 -0.111
C 0.74 0.94 -0.01 0.780
O 1.95 1.13 -0.22 -0.733
O -0.16 1.76 0.23 -0.744
H -2.36 0.15 -1.30 0.151
H -1.96 0.39 0.50 0.168
H -0.19 -0.60 1.41 0.171
H 2.45 -0.57 0.19 0.212
```

For the lowest unoccupied orbital energy, the calculation gives 3.63 eV. As for the net charge: -1. Its HOMO energy is -4.6 eV. Its HOMO-LUMO gap is 8.3 eV. As for the multiplicity: 1. As for the SMILES: C=N[C@@H](S)C(=O)[O-].

---

two) This record from the OMol25 dataset describes the ion C3H4NO2S with charge -1. The level of theory is the ωB97M-V functional and the def2-TZVPD basis.

Geometry as XYZ:
```
11
Properties=species:S:1:pos:R:3:nbo_charge:R:1
C 1.86 0.22 -0.35 -0.121
N 0.76 0.72 -0.74 -0.409
C -0.41 0.47 0.38 -0.380
S -1.74 1.54 0.13 -0.077
C -0.81 -1.11 0.09 0.778
O -1.95 -1.28 -0.39 -0.761
O 0.02 -1.96 0.40 -0.741
H 2.68 0.33 -1.24 0.167
H 1.92 -0.17 0.69 0.183
H 0.07 0.65 1.40 0.189
H -2.40 0.59 -0.38 0.171
```

For the lowest unoccupied orbital energy, the calculation gives 3.60 eV. As for the net charge: -1. Its HOMO energy is -4.5 eV. Its HOMO-LUMO gap is 8.1 eV. As for the multiplicity: 1. As for the SMILES: C=N[C@@H](S)C(=O)[O-].

---

Most stable structure, least stable structure: one), two).